# 1
{
  "formula": "C37H53N3O2P3PdS",
  "method": "ωB97M-V/def2-TZVPD",
  "multiplicity": 5,
  "s_squared": 6.06,
  "gap_ev": [7.73, 5.37],
  "charge": 1,
  "species": ["Pd", "C", "C", "C", "P", "C", "C", "C", "C", "C", "C", "C", "C", "C", "N", "C", "C", "C", "C", "C", "C", "P", "C", "C", "C", "C", "C", "C", "H", "H", "H", "H", "H", "H", "H", "H", "H", "H", "H", "H", "H", "H", "H", "H", "H", "H", "H", "H", "H", "H", "H", "H", "H", "H", "H", "H", "H", "H", "H", "H", "H", "H", "H", "H", "S", "C", "C", "C", "N", "C", "C", "C", "C", "C", "N", "C", "C", "H", "H", "H", "H", "H", "H", "H", "H", "O", "C", "P", "C", "C", "O", "H", "H", "H", "H", "H", "H", "H", "H", "H"],
  "coordinates": [[0.1309, -0.2507, -0.7337], [2.4728, -2.8083, -3.6322], [2.3829, -1.3585, -4.1106], [3.7481, -1.0163, -4.7232], [1.7723, -0.2460, -2.7629], [1.2521, 1.3615, -3.5241], [2.0721, 1.8890, -4.7048], [-0.2229, 1.2973, -3.9379], [3.1973, 0.1065, -1.6806], [4.3496, 0.7228, -2.1535], [5.4292, 1.0301, -1.3332], [5.3406, 0.7031, 0.0179], [4.2107, 0.1120, 0.5228], [3.0919, -0.2007, -0.2979], [1.9380, -0.7168, 0.2351], [1.8524, -0.7039, 1.6230], [2.4606, -1.7196, 2.3773], [2.3746, -1.7547, 3.7502], [1.6514, -0.7820, 4.4292], [1.0170, 0.2109, 3.7030], [1.1058, 0.2438, 2.3141], [0.1756, 1.7125, 1.0562], [-1.1059, 2.8901, 2.0398], [-2.0410, 3.5588, 1.0497], [-0.4281, 3.8611, 2.9990], [1.6189, 2.8035, 0.6543], [1.1571, 4.0186, -0.1580], [2.5777, 3.2005, 1.7746], [2.7736, -3.4491, -4.4629], [1.5360, -3.1810, -3.2374], [3.2289, -2.9012, -2.8482], [1.6230, -1.2767, -4.8942], [4.5464, -1.1837, -4.0008], [3.8257, 0.0004, -5.0980], [3.9148, -1.6887, -5.5666], [1.3480, 2.0700, -2.6927], [2.0002, 1.2219, -5.5648], [3.1241, 2.0413, -4.4671], [1.6659, 2.8558, -5.0069], [-0.3636, 0.5912, -4.7602], [-0.5328, 2.2833, -4.2895], [-0.8746, 0.9894, -3.1195], [4.4136, 0.9843, -3.1979], [6.3092, 1.5116, -1.7365], [6.1607, 0.9288, 0.6872], [4.1652, -0.0963, 1.5815], [3.0122, -2.4793, 1.8352], [2.8653, -2.5460, 4.3009], [1.5718, -0.8012, 5.5074], [0.4278, 0.9536, 4.2306], [-1.8646, 2.2653, 2.7570], [-1.4709, 4.2325, 0.4028], [-2.7846, 4.1540, 1.5833], [-2.5667, 2.8578, 0.4016], [0.1161, 4.6214, 2.4321], [0.2733, 3.3698, 3.6738], [-1.1730, 4.3799, 3.6061], [2.1733, 2.1534, -0.0328], [0.6719, 4.7683, 0.4653], [0.4660, 3.7401, -0.9575], [2.0234, 4.4955, -0.6203], [2.1212, 3.8865, 2.4854], [3.4475, 3.7040, 1.3457], [2.9360, 2.3257, 2.3185], [-5.3430, 0.8343, 4.1633], [-4.1041, 0.5947, 2.8998], [-4.4387, 0.3510, 1.5706], [-3.4208, 0.0851, 0.7110], [-2.1123, 0.1282, 0.9974], [-1.7553, 0.4492, 2.2304], [-2.7736, 0.6521, 3.2391], [-5.4967, -0.8781, 4.6618], [-4.7004, -1.3927, 5.6726], [-4.8666, -2.7264, 6.0205], [-5.7507, -3.5313, 5.4396], [-6.5160, -3.0198, 4.4810], [-6.4325, -1.7006, 4.0548], [-5.4640, 0.2959, 1.2347], [-3.6345, -0.1999, -0.3148], [-0.6854, 0.5146, 2.4742], [-2.4916, 0.7727, 4.2794], [-3.9741, -0.7752, 6.1830], [-4.2609, -3.1632, 6.8064], [-7.2359, -3.6926, 4.0291], [-7.0834, -1.3279, 3.2761], [-1.8405, -0.2264, -1.5256], [-1.1518, -3.5548, -4.5255], [-1.1282, -2.9192, -2.8413], [-2.8739, -2.8187, -2.4263], [-0.5093, -4.2056, -1.7403], [-0.3116, -1.6557, -2.7403], [-1.7436, -4.4696, -4.5694], [-0.1468, -3.7671, -4.8892], [-1.6098, -2.8019, -5.1674], [-3.3132, -3.8082, -2.5686], [-3.3664, -2.0983, -3.0773], [-2.9889, -2.4971, -1.3942], [-1.1212, -5.1040, -1.8286], [-0.5725, -3.8263, -0.7190], [0.5262, -4.4646, -1.9514]],
  "lowdin_spin": [1.1630, 0.0036, 0.0417, 0.0139, 0.2229, 0.0165, 0.0070, 0.0012, 0.1292, -0.0009, 0.1447, -0.0108, 0.1132, 0.0247, 0.4652, 0.0440, 0.0248, 0.0000, 0.0148, 0.0012, 0.0256, 0.1054, 0.0339, 0.0016, 0.0091, 0.0083, 0.0010, 0.0055, -0.0001, 0.0005, 0.0005, 0.0001, -0.0003, 0.0003, 0.0032, -0.0013, 0.0001, -0.0001, 0.0014, -0.0001, 0.0003, -0.0039, -0.0019, 0.0079, -0.0032, 0.0051, 0.0002, 0.0001, 0.0008, 0.0007, 0.0004, 0.0002, 0.0001, 0.0002, 0.0002, 0.0004, 0.0028, -0.0009, 0.0000, 0.0003, -0.0001, 0.0000, 0.0008, 0.0010, 0.0002, -0.0006, 0.0023, 0.0144, 0.0661, 0.0055, 0.0022, -0.0001, 0.0000, 0.0000, 0.0000, 0.0000, 0.0000, 0.0003, 0.0046, 0.0007, 0.0003, 0.0000, 0.0000, 0.0000, 0.0000, 1.1245, 0.0045, 0.0119, 0.0021, -0.0006, 0.1345, 0.0009, 0.0000, 0.0000, 0.0004, 0.0009, -0.0008, 0.0000, -0.0001, 0.0000]
}


# 2
{
  "formula": "C37H53N7RuSe",
  "method": "ωB97M-V/def2-TZVPD",
  "multiplicity": 2,
  "s_squared": 0.80,
  "gap_ev": [6.86, 6.08],
  "charge": 1,
  "species": ["Ru", "C", "C", "C", "N", "C", "C", "C", "C", "C", "C", "C", "N", "C", "C", "C", "N", "C", "C", "C", "C", "C", "C", "C", "N", "C", "C", "H", "H", "H", "H", "H", "H", "H", "H", "H", "H", "H", "H", "H", "H", "H", "H", "H", "H", "H", "H", "H", "H", "H", "H", "H", "H", "N", "C", "C", "C", "N", "C", "C", "N", "C", "H", "H", "H", "H", "H", "H", "H", "H", "H", "H", "H", "H", "H", "H", "H", "H", "C", "C", "C", "C", "C", "C", "Se", "C", "C", "C", "H", "H", "H", "H", "H", "H", "H", "H", "H", "H", "H"],
  "coordinates": [[-0.0074, 0.2946, 0.3959], [2.4563, -2.6173, 2.4763], [0.9564, -2.9051, 2.5056], [0.0489, -1.6882, 2.7550], [-0.6329, -1.1801, 1.5681], [-1.7337, -1.7679, 1.1265], [-2.1957, -2.9990, 1.6707], [-3.2359, -3.8070, 1.2961], [-4.2080, -3.6378, 0.3007], [-4.3974, -2.5219, -0.4737], [-3.6719, -1.3280, -0.4891], [-2.4893, -0.9721, 0.1459], [-1.9227, 0.2406, -0.0621], [-2.7545, 1.3807, -0.3963], [-2.2887, 2.6580, 0.3159], [-1.7199, 2.4358, 1.7097], [-0.3679, 1.8969, 1.6632], [0.3845, 1.9592, 2.7607], [-0.0940, 2.4173, 3.9989], [0.5747, 2.7947, 5.1596], [1.9261, 2.9154, 5.4014], [2.9313, 2.5686, 4.5046], [2.8522, 1.9059, 3.2982], [1.7327, 1.3779, 2.5789], [1.8508, 0.4752, 1.6272], [3.1066, -0.2867, 1.6259], [2.9400, -1.7630, 1.2921], [2.9721, -3.5791, 2.4537], [2.7516, -2.1438, 3.4199], [0.7627, -3.6501, 3.2817], [0.6737, -3.3630, 1.5579], [0.6289, -0.8694, 3.1699], [-0.7076, -1.9232, 3.5086], [-1.5936, -3.3933, 2.4772], [-3.3117, -4.7336, 1.8546], [-4.8909, -4.4650, 0.1548], [-5.2219, -2.5565, -1.1766], [-4.0493, -0.5929, -1.1895], [-3.7782, 1.1763, -0.0705], [-2.8042, 1.5531, -1.4802], [-3.1502, 3.3242, 0.3884], [-1.5444, 3.2137, -0.2631], [-2.3805, 1.7629, 2.2751], [-1.7087, 3.3949, 2.2362], [-1.1704, 2.4912, 4.0658], [-0.0781, 3.0863, 5.9752], [2.2312, 3.3276, 6.3536], [3.9412, 2.8173, 4.8144], [3.8155, 1.7120, 2.8410], [3.5503, -0.2389, 2.6242], [3.8365, 0.1813, 0.9554], [3.9114, -2.1335, 0.9568], [2.2586, -1.8905, 0.4503], [2.1606, 3.1572, 0.3087], [2.4061, 4.1327, -0.8032], [3.6574, 3.6949, -1.5641], [3.4708, 2.3460, -2.2729], [3.3904, 1.2777, -1.2609], [2.2058, 2.3526, -3.1242], [0.9405, 2.8432, -2.4235], [0.3326, 1.8237, -1.5147], [1.1830, 4.1670, -1.7060], [2.7004, 3.3720, 1.1477], [2.4622, 2.2016, -0.0403], [1.1712, 3.0741, 0.5780], [2.5530, 5.1128, -0.3495], [4.5156, 3.6479, -0.8871], [3.8880, 4.4649, -2.3031], [4.3208, 2.1922, -2.9441], [4.3190, 1.0026, -0.9589], [2.9395, 0.4430, -1.6326], [2.0347, 1.3554, -3.5392], [2.3763, 3.0165, -3.9757], [0.2132, 3.0325, -3.2190], [0.3892, 0.9292, -2.0140], [-0.6560, 2.0517, -1.4926], [0.2995, 4.4531, -1.1273], [1.3373, 4.9544, -2.4468], [-4.0769, -4.3485, -4.2098], [-2.9541, -3.6175, -3.5275], [-2.0858, -4.2665, -2.6653], [-1.0333, -3.6078, -2.0324], [-0.1285, -4.4131, -1.1429], [-0.8474, -2.2363, -2.2581], [0.7049, -1.3846, -1.4540], [-1.7169, -1.5643, -3.1261], [-1.5910, -0.0949, -3.4139], [-2.7479, -2.2613, -3.7440], [-4.1509, -5.3762, -3.8567], [-3.9267, -4.3756, -5.2904], [-5.0350, -3.8579, -4.0288], [-2.2186, -5.3268, -2.4786], [-0.4613, -5.4498, -1.0983], [-0.1312, -4.0105, -0.1313], [0.9036, -4.3902, -1.4938], [-1.3622, 0.4476, -2.5002], [-2.5240, 0.2976, -3.8203], [-0.7995, 0.1059, -4.1418], [-3.4131, -1.7227, -4.4118]],
  "lowdin_spin": [0.7011, 0.0002, 0.0009, 0.0001, 0.0086, -0.0187, 0.0660, -0.0110, 0.0822, -0.0123, 0.0842, -0.0241, 0.0596, 0.0061, 0.0027, 0.0021, 0.0114, 0.0024, -0.0021, 0.0011, -0.0024, 0.0011, -0.0026, 0.0012, 0.0020, 0.0015, 0.0002, 0.0001, 0.0000, 0.0001, 0.0001, 0.0000, 0.0001, 0.0042, -0.0023, 0.0045, -0.0024, 0.0042, 0.0004, 0.0032, 0.0002, 0.0000, 0.0005, -0.0001, -0.0002, 0.0001, -0.0002, 0.0001, -0.0002, -0.0001, 0.0001, 0.0000, 0.0000, -0.0001, 0.0000, 0.0000, 0.0001, 0.0008, 0.0000, -0.0005, 0.0004, 0.0000, -0.0001, 0.0002, 0.0000, 0.0000, 0.0000, 0.0000, 0.0000, 0.0000, -0.0002, 0.0000, 0.0000, -0.0001, 0.0007, 0.0002, 0.0000, 0.0000, -0.0002, -0.0016, 0.0009, 0.0002, 0.0006, 0.0057, 0.0148, 0.0026, 0.0004, 0.0008, 0.0000, -0.0001, -0.0001, 0.0002, 0.0000, 0.0003, 0.0002, -0.0003, 0.0001, 0.0002, 0.0000]
}


Number 1: largest force on an atom 3.8 eV Å⁻¹, calculated total energy -89964.5682 eV. Number 2: largest force on an atom 0.8 eV Å⁻¹, calculated total energy -117583.4741 eV.